--- P ---
A single C6H6N2 molecule, computed with ωB97M-V/def2-TZVPD.

Each line ends with the Mulliken charge.
CARTESIAN COORDINATES (ANGSTROEM)
C 1.547 -0.506 -1.660  -1.17
C 0.236 -0.442 -0.967  -0.08
C 0.007 0.176 0.215  0.54
C 1.135 0.830 0.796  0.05
N 2.013 1.380 1.288  -0.46
C -1.138 0.384 1.196  -0.26
C -2.583 0.044 1.310  -0.22
N -1.835 -0.737 1.935  -0.42
H 2.299 0.109 -1.174  0.37
H 1.430 -0.186 -2.695  0.31
H 1.893 -1.541 -1.678  0.29
H -0.577 -0.954 -1.469  0.39
H -0.842 1.192 1.867  0.35
H -3.585 0.254 1.035  0.31

- HOMO level (Eh) = -0.35046
- orbital gap (Ha) = 0.3719
- structure (SMILES) = C/C=C(\C#N)[C@H]1C=N1
- LUMO (eV) = 0.583

=====

--- Q ---
A single C6H6N2 molecule, computed with ωB97M-V/def2-TZVPD.

Each line ends with the Mulliken charge.
CARTESIAN COORDINATES (ANGSTROEM)
C -2.246 2.246 -0.095  0.13
C -1.299 1.478 -0.005  -1.02
C -0.077 0.643 0.180  0.55
C -0.086 -0.397 1.228  -0.55
C 0.898 -1.315 1.124  -0.18
C 1.560 -1.439 -0.103  -0.45
N 1.077 -0.900 -1.209  -0.72
N -0.010 -0.147 -1.084  -0.01
H -3.179 2.747 -0.094  0.47
H 0.881 1.136 0.315  0.28
H -0.768 -0.173 2.032  0.35
H 1.057 -2.006 1.914  0.41
H 2.463 -1.977 -0.175  0.44
H -0.423 0.304 -1.914  0.29

- HOMO level (Eh) = -0.30621
- orbital gap (Ha) = 0.3297
- structure (SMILES) = C#C[C@H]1C=CC=NN1
- LUMO (eV) = 0.638

=====

Stability check: which of them is most stable? P.